(1)
DFT (wB97M-V/def2-TZVPD) results for a molecular structure, C34H28BrN2O6PSV.

net charge	+1
orbital gap	6.6	eV

Geometry (Å):
V -0.21173 -1.73305 -1.20016
O -0.88366 -1.55369 4.27613
C -1.59556 -2.55807 3.67866
C -2.27807 -3.52264 4.40873
C -2.99625 -4.50556 3.74951
C -3.04828 -4.53450 2.36093
C -2.37020 -3.57204 1.63505
C -1.63644 -2.58737 2.28941
C -0.89178 -1.55826 1.48846
O -0.08158 -2.14168 0.49544
N -1.84605 -0.73598 0.74545
N -1.24729 -0.05248 -0.29532
C -1.70298 1.10002 -0.60536
C -1.38038 1.88790 -1.77251
Br -0.43379 1.05269 -3.18617
C -1.80276 3.14784 -1.95690
C -2.55746 3.99052 -1.02044
C -3.55289 4.81972 -1.54477
C -4.31298 5.62023 -0.71088
C -4.07204 5.62986 0.65717
C -3.06306 4.83952 1.18544
C -2.30858 4.02577 0.35445
H -0.90456 -1.66918 5.23105
H -2.24464 -3.49789 5.49209
H -3.52337 -5.25368 4.32616
H -3.61291 -5.29915 1.84684
H -2.40898 -3.58276 0.55085
H -0.22964 -0.97080 2.13499
H -2.47431 -0.18136 1.31948
H -2.45482 1.54373 0.04568
H -1.60035 3.59071 -2.92601
H -3.73652 4.81941 -2.61200
H -5.09073 6.24402 -1.12948
H -4.65980 6.26478 1.30595
H -2.85343 4.86764 2.24664
H -1.49208 3.44725 0.76151
C 4.42163 -1.99267 2.61455
C 4.25907 -0.61852 2.53758
C 3.45026 -0.06549 1.55527
C 2.79725 -0.89859 0.64753
C 2.97258 -2.28293 0.72266
C 3.78388 -2.82432 1.70293
P 1.77200 -0.25292 -0.68850
C 1.74380 1.53872 -0.53993
C 1.23373 2.11914 0.62334
C 1.25580 3.49580 0.77480
C 1.76750 4.29744 -0.23752
C 2.27441 3.72275 -1.39462
C 2.27276 2.34422 -1.54418
C 2.37642 -0.90969 -2.22185
C 3.49917 -0.77235 -3.02177
C 3.63242 -1.65780 -4.08120
C 2.69232 -2.66333 -4.29618
C 1.58803 -2.82205 -3.46836
C 1.42718 -1.91200 -2.42569
H 5.05293 -2.41880 3.38274
H 4.76906 0.02969 3.23726
H 3.34779 1.00896 1.48973
H 2.48193 -2.93624 0.01122
H 3.91877 -3.89594 1.75610
H 0.83872 1.49176 1.41501
H 0.87954 3.94728 1.68327
H 1.77789 5.37258 -0.11864
H 2.68051 4.34716 -2.17874
H 2.66841 1.89760 -2.44651
H 4.24362 -0.01112 -2.82761
H 4.48373 -1.57788 -4.74419
H 2.82834 -3.34523 -5.12528
H 0.87790 -3.61359 -3.65168
O -1.53202 -3.47047 -4.00343
S -1.79246 -3.20520 -2.63235
O -1.62789 -1.64910 -2.35418
O -0.56344 -3.53868 -1.75481
O -2.99364 -3.65968 -2.02287


(2)
DFT (wB97M-V/def2-TZVPD) results for a molecular structure, C21H24Br36F4NO4P at a distorted geometry.

net charge	0
orbital gap	8.5	eV

Geometry (Å):
C 0.97738 -3.16857 -1.08950
C 1.28130 -3.67140 0.13576
C 1.26484 -2.84858 1.38696
C 2.50294 -1.91206 1.52000
O 2.97656 -1.45906 0.23491
C 4.13144 -2.06607 -0.14024
O 4.75768 -1.81275 -1.12870
C 4.42556 -3.08761 0.95645
C 3.78791 -2.45636 2.19411
C 4.63291 -1.29000 2.79554
F 4.70906 -1.40809 4.15328
F 4.04023 -0.08413 2.56362
C 6.10321 -1.14945 2.28595
F 6.11880 -0.38152 1.18144
F 6.80561 -0.48425 3.24704
P 3.58436 -3.79120 3.47321
N 2.97137 -5.11442 2.92614
O 2.65055 -3.23979 4.64172
O 5.01191 -4.13173 4.11926
H 1.70528 -3.21382 -1.90132
H 0.02014 -2.72445 -1.35516
H 1.59680 -4.71504 0.22752
H 1.13146 -3.45422 2.28397
H 0.39895 -2.17558 1.36095
H 2.09766 -0.99675 1.93986
H 3.86458 -3.95847 0.60462
H 5.44453 -3.45907 1.01622
H 6.61137 -2.10158 2.14203
H 2.77581 -5.05766 1.93668
H 2.59722 -2.27536 4.65855
H 5.40800 -4.76528 3.50540
C -2.06774 0.72924 -1.18726
Br -1.58303 2.47189 -1.85793
Br -3.35897 -0.15029 -2.29878
Br -0.51894 -0.39513 -0.91738
H -2.52806 0.88214 -0.22125
C 6.25154 2.24010 3.33721
Br 7.27521 2.44370 4.95089
Br 4.99191 3.68544 3.11434
Br 7.37701 2.04042 1.79336
H 5.67808 1.32928 3.43469
C 1.52836 2.31211 3.30222
Br 0.65874 1.87549 1.63775
Br 0.96708 4.01726 3.97959
Br 1.32140 0.97909 4.67885
H 2.58609 2.39869 3.09571
C -2.75513 3.02051 -5.49761
Br -2.23396 1.98452 -7.03532
Br -2.55252 4.90887 -5.79590
Br -4.53338 2.57762 -4.92261
H -2.08430 2.75125 -4.69452
C -4.75347 -4.21484 -1.08803
Br -6.07425 -3.37913 -2.20802
Br -2.97929 -3.61317 -1.52020
Br -5.15220 -3.96593 0.77898
H -4.78970 -5.27640 -1.28331
C 1.71693 1.17153 9.04310
Br 2.79988 2.53204 9.86031
Br 0.14324 1.92734 8.23388
Br 2.74003 0.12793 7.78887
H 1.38652 0.50371 9.82502
C 0.44989 -6.39588 5.73135
Br -0.60940 -6.78337 4.17352
Br -0.28359 -4.94203 6.75726
Br 0.69951 -7.96579 6.81621
H 1.42607 -6.08562 5.38200
C 1.09062 3.20890 -8.72579
Br -0.15303 4.65145 -8.96685
Br 2.15030 2.90553 -10.30381
Br 2.18958 3.47338 -7.16851
H 0.50932 2.31427 -8.55423
C -10.41820 -2.56006 -1.91407
Br -9.21517 -2.61813 -0.41580
Br -11.66537 -1.10338 -1.76961
Br -9.47469 -2.51673 -3.59543
H -10.99202 -3.47479 -1.89827
C -5.16930 5.31621 -9.61397
Br -4.88327 3.42706 -9.39289
Br -5.57730 6.17849 -7.94398
Br -3.68875 6.15871 -10.50881
H -6.03541 5.43634 -10.24878
C 0.70688 5.61659 9.20164
Br 1.68613 5.73018 7.55181
Br 1.38412 6.84523 10.51744
Br -1.18335 5.83973 8.92034
H 0.85567 4.61876 9.58909
C -8.02777 5.46607 -12.83937
Br -7.74248 3.57788 -12.61327
Br -8.42958 6.32864 -11.16409
Br -6.54707 6.30502 -13.73402
H -8.89487 5.58638 -13.47199


(3)
DFT (wB97M-V/def2-TZVPD) results for a molecular structure, C4H10N2O2 at a distorted geometry.

net charge	0
orbital gap	9.6	eV

Geometry (Å):
C 2.37318 0.54962 0.33507
O 1.29045 0.46530 -0.58575
H 0.30714 0.88005 -0.17685
H 2.47060 1.56928 0.71477
H 2.22556 -0.13983 1.17212
H 3.29109 0.27305 -0.18626
C -0.36407 -1.40155 -1.52215
C -1.20933 0.59498 0.24329
C -0.01505 -0.92004 -0.15683
N -1.32984 0.77933 1.60003
N -2.06613 0.93971 -0.64393
O 0.27010 -1.53010 0.82902
H -0.77316 0.16045 2.17548
H -2.24634 0.98298 1.97786
H -2.90295 1.37414 -0.23947
H -0.56469 -0.56098 -2.18207
H 0.48830 -1.97563 -1.89383
H -1.24486 -2.04076 -1.46050


(4)
DFT (wB97M-V/def2-TZVPD) results for 8 unconnected molecules or ions with the total composition C39H65FO23PS at a distorted geometry.

net charge	-1
orbital gap	6.2	eV

Geometry (Å):
C 2.70763 -3.39817 0.87606
C 1.40426 -3.03117 0.86189
C 0.81584 -1.93630 -0.01211
O 0.76963 -0.63650 0.51666
P 1.13355 0.60999 -0.70611
C 0.15615 1.81868 0.40719
C -0.23961 3.14111 -0.21873
F -0.56508 3.00399 -1.58634
C 2.82986 0.88248 0.20379
S 3.23045 2.61553 0.54685
C 4.50735 3.14401 -0.64208
C 5.57856 2.12318 -0.97238
O 1.88396 -0.62228 -1.70984
C 1.44639 -1.93174 -1.44732
C 0.36535 -2.40265 -2.42243
C 0.94540 -2.73802 -3.79675
H 3.00043 -4.43653 0.92204
H 3.45968 -2.61310 0.83083
H 0.74142 -3.57041 1.53965
H -0.23844 -2.22845 -0.12328
H 1.59261 1.58826 -1.65802
H -0.10948 0.35078 -1.40049
H 0.62736 1.99711 1.37542
H -0.78238 1.29808 0.62100
H -1.16338 3.51829 0.23537
H 0.55612 3.87922 -0.13583
H 3.58954 0.38552 -0.39160
H 2.83539 0.37766 1.16800
H 4.99821 3.99632 -0.17425
H 4.02631 3.53586 -1.53736
H 6.10601 2.45879 -1.86989
H 5.18822 1.13391 -1.19555
H 6.32859 2.03378 -0.18798
H 2.34906 -2.53308 -1.56257
H -0.40105 -1.63519 -2.50639
H -0.07912 -3.31436 -2.01126
H 1.56886 -3.63078 -3.75077
H 0.10906 -2.95994 -4.46605
H 1.48681 -1.88169 -4.18218
C -4.53003 4.23400 -0.57482
C -4.36036 2.77539 -0.24153
C -3.74779 1.91985 -1.32155
O -4.32379 0.62777 -1.04420
C -5.50927 0.83266 -0.43930
O -6.33355 -0.00580 -0.24736
O -5.64358 2.12942 -0.07141
H -3.55980 4.70382 -0.74078
H -5.14136 4.35829 -1.47133
H -5.03658 4.73531 0.25377
H -3.80443 2.66676 0.69430
H -2.66193 1.88302 -1.26124
H -4.04803 2.22069 -2.32771
C -9.82521 4.03408 3.13584
C -8.79615 4.53974 2.15738
C -7.56383 3.67786 2.01043
O -6.56460 4.65580 1.63444
C -6.94853 5.84369 2.15025
O -6.25824 6.81303 2.19625
O -8.21975 5.78485 2.60736
H -10.23129 3.07964 2.80066
H -9.38656 3.90639 4.12345
H -10.64320 4.74968 3.22953
H -9.26053 4.72480 1.18365
H -7.66443 2.91967 1.23927
H -7.22511 3.20662 2.94103
C 0.65825 -8.19387 2.75637
C 1.88232 -7.99834 1.89996
C 3.00505 -8.97274 2.17547
O 4.16089 -8.20986 1.79904
C 3.84948 -6.89439 1.94863
O 4.61749 -5.99555 1.86177
O 2.52474 -6.74270 2.17946
H 0.19669 -9.15903 2.55036
H 0.91757 -8.13656 3.81551
H -0.07314 -7.41129 2.55930
H 1.60634 -7.98935 0.84586
H 2.94388 -9.88309 1.58424
H 3.08409 -9.23248 3.23448
C 5.65507 -0.31169 -7.71287
C 4.45088 -1.08499 -7.24020
C 4.20370 -1.03470 -5.75033
O 3.53937 -2.28174 -5.51674
C 3.94324 -3.14962 -6.46800
O 3.73233 -4.31886 -6.45652
O 4.62707 -2.49989 -7.44673
H 5.52527 0.75305 -7.52025
H 6.55668 -0.65757 -7.20607
H 5.80817 -0.45782 -8.78208
H 3.55961 -0.77738 -7.79449
H 3.57216 -0.20541 -5.44147
H 5.12730 -1.01952 -5.16745
C -1.05740 -6.14629 -3.98844
C -0.74625 -6.35688 -2.53061
C 0.57825 -7.02691 -2.25252
O 0.31979 -7.69097 -1.00194
C -1.00957 -7.94831 -0.94358
O -1.51685 -8.65653 -0.13325
O -1.66468 -7.29865 -1.92633
H -0.33657 -5.46313 -4.43562
H -1.03441 -7.09472 -4.52803
H -2.05662 -5.72838 -4.10761
H -0.83026 -5.41487 -1.98396
H 1.40026 -6.32266 -2.14830
H 0.83978 -7.78185 -2.99730
C -2.92623 1.06113 5.00523
C -3.87602 2.14300 5.45088
C -4.52955 1.91672 6.79609
O -5.77559 2.61980 6.65059
C -6.07944 2.62513 5.33554
O -7.12916 2.95526 4.87583
O -5.03503 2.20587 4.59584
H -2.07216 1.00062 5.67937
H -3.42900 0.09363 4.97890
H -2.56116 1.26219 3.99891
H -3.38426 3.11862 5.41418
H -3.95946 2.32226 7.62764
H -4.74801 0.86329 6.98451
C 3.86621 7.61289 3.09980
C 5.21262 7.24556 2.53084
C 5.92853 8.36025 1.80028
O 6.72290 7.63930 0.85087
C 6.08446 6.46415 0.59833
O 6.35969 5.71427 -0.27650
O 5.08211 6.27073 1.48667
H 3.97072 8.37907 3.86866
H 3.20531 7.98249 2.31500
H 3.38785 6.73831 3.53871
H 5.85001 6.81660 3.30961
H 6.56203 8.96360 2.44618
H 5.24110 9.01158 1.25470


Q: net charge of number 2 (C21H24Br36F4NO4P)?
A: 0